Entry 1:
Formula: C3H9N
Source: OMol25
Level of theory: ωB97M-V with the def2-TZVPD basis set

Structure (XYZ):
```
13
Properties=species:S:1:pos:R:3:lowdin_charge:R:1
C -2.01843 -0.36214 0.80082 -0.051
C -1.98419 0.30866 -0.44642 -0.023
N 0.77251 -0.32276 -0.68915 -0.072
C 0.52214 0.73182 -1.33795 -0.395
H -1.79906 1.38642 -0.38116 0.109
H -1.33322 -0.17642 1.63344 0.095
H -2.89019 -0.95060 1.07106 0.088
H -2.47973 -0.16843 -1.27276 0.104
H 5.63371 -0.70941 2.16535 0.000
H -1.15924 -0.64053 -0.12981 0.110
H -0.20471 0.76853 -2.12521 0.003
H 1.26001 1.55736 -1.26311 0.032
H 5.68038 -1.42248 1.97492 0.000
```

Summary:
highest occupied orbital energy = -6.245 eV
E_LUMO = -1.233 eV
orbital gap = 5.01 eV

---

Entry 2:
Formula: C3H9N
Source: OMol25
Level of theory: ωB97M-V with the def2-TZVPD basis set

Structure (XYZ):
```
13
Properties=species:S:1:pos:R:3:lowdin_charge:R:1
C -1.81038 1.53038 -1.26728 -0.158
N -0.96440 2.33139 -1.75341 0.004
H -1.79350 0.46949 -1.55166 0.063
H -2.66161 1.91436 -0.69346 0.060
H -1.34026 3.27481 -1.84666 0.037
C 1.51118 -1.77978 0.63443 -0.174
C 0.67331 -0.64281 1.15032 -0.190
H 2.55465 -1.50479 0.74334 0.059
H 1.34115 -1.89763 -0.45035 0.069
H 1.25745 -2.73479 1.07892 0.060
H 0.41911 0.15998 0.47401 0.037
H -0.29736 -1.03000 1.47205 0.060
H 1.11066 -0.09061 2.00975 0.072
```

Summary:
highest occupied orbital energy = -9.856 eV
E_LUMO = 1.136 eV
orbital gap = 10.99 eV
SMILES = C=N.CC

---

Entry 3:
Formula: C3H9N
Source: OMol25
Level of theory: ωB97M-V with the def2-TZVPD basis set

Structure (XYZ):
```
13
Properties=species:S:1:pos:R:3:lowdin_charge:R:1
C 0.38149 1.44654 0.13019 -0.153
C 0.09676 0.22187 0.90999 -0.382
N -0.82575 -0.73470 0.36882 -0.169
C -0.18902 -1.43244 -0.78504 -0.187
H 1.23763 2.05968 0.51971 0.081
H 0.64283 1.25512 -1.00934 0.088
H -0.45065 2.15204 0.06143 0.060
H 1.07154 -0.27886 1.09478 0.115
H -0.24742 0.56846 1.92254 0.118
H -1.70875 -0.32503 -0.00137 0.107
H 0.72542 -0.72815 -1.39239 0.120
H 0.42302 -2.45878 -0.41576 0.107
H -1.15709 -1.74574 -1.40356 0.093
```

Summary:
highest occupied orbital energy = -8.872 eV
E_LUMO = 1.143 eV
orbital gap = 10.02 eV
SMILES = CCNC

---

Entry 4:
Formula: C3H9N
Source: OMol25
Level of theory: ωB97M-V with the def2-TZVPD basis set

Structure (XYZ):
```
13
Properties=species:S:1:pos:R:3:lowdin_charge:R:1
C -1.09030 1.00875 -0.02428 -0.062
C 0.23767 0.19631 0.15134 -0.500
C 0.09426 -1.02739 1.04840 -0.086
N 0.88689 -0.17229 -1.11341 0.004
H -1.10447 1.80173 0.71998 0.064
H -0.99837 1.39491 -1.03579 0.060
H -1.98309 0.40740 0.12233 0.062
H 0.97768 0.83740 0.63390 0.119
H 0.82317 -1.78616 0.73674 0.072
H 0.23134 -0.72766 2.07632 0.069
H -0.81579 -1.61717 0.90992 0.069
H 1.13908 0.63388 -1.66401 0.062
H 0.31936 -0.84195 -1.60869 0.066
```

Summary:
highest occupied orbital energy = -9.085 eV
E_LUMO = 1.217 eV
orbital gap = 10.30 eV
SMILES = CC(C)N

---

Entry 5:
Formula: C3H9N2
Source: OMol25
Level of theory: ωB97M-V with the def2-TZVPD basis set

Structure (XYZ):
```
14
Properties=species:S:1:pos:R:3:lowdin_charge:R:1
C -2.40890 -0.31051 -0.10754 -0.070
C 2.96222 -0.96547 -2.07561 0.263
C -1.47161 0.64258 0.64278 -0.200
N 0.52751 -0.48097 0.66410 0.189
N -0.13841 0.29094 0.06031 0.034
H -2.12665 -1.34303 0.25200 0.098
H -3.44313 0.01786 0.23279 0.118
H -2.29335 -0.17041 -1.15545 0.070
H 3.08211 -1.28655 -1.01784 0.021
H 3.71242 -0.13847 -2.28100 0.053
H 2.66686 -1.61064 -2.93606 0.048
H -1.41170 0.49954 1.69499 0.104
H -1.78386 1.63501 0.29963 0.129
H 0.08611 -0.77803 1.57418 0.142
```

Summary:
highest occupied orbital energy (spin up / spin down) = -15.484 / -12.775 eV
total charge = +1
E_LUMO (spin up / spin down) = -5.526 / -8.904 eV
orbital gap (spin up / spin down) = 9.96 / 3.87 eV

---

Entry 6:
Formula: C3H9N2
Source: OMol25
Level of theory: ωB97M-V with the def2-TZVPD basis set

Structure (XYZ):
```
14
Properties=species:S:1:pos:R:3:lowdin_charge:R:1
C 1.79709 -0.85775 -0.00764 -0.077
C 1.08218 0.97315 0.09034 -0.009
C -2.69771 0.01090 0.00656 -0.025
N 0.49829 -0.26048 0.19693 0.129
N 2.31725 0.53448 -0.00311 0.124
H 2.34141 -1.52342 0.81616 0.198
H 2.04613 -1.28787 -0.90743 0.111
H 0.80586 2.04040 0.14156 0.179
H -2.41296 -0.99370 0.50222 0.074
H -3.28479 0.48859 0.69759 -0.005
H -1.86702 0.70697 -0.30110 0.029
H -0.48709 -0.45352 0.04605 0.090
H 3.16928 0.78785 -0.42998 0.158
H -3.30791 -0.16558 -0.84815 0.025
```

Summary:
highest occupied orbital energy = -16.071 eV
total charge = +1
E_LUMO = -4.315 eV
orbital gap = 11.76 eV

---

Entry 7:
Formula: C3H9N2
Source: OMol25
Level of theory: ωB97M-V with the def2-TZVPD basis set

Structure (XYZ):
```
14
Properties=species:S:1:pos:R:3:lowdin_charge:R:1
C 1.65285 -0.80472 2.08586 0.093
N 0.88463 -1.21917 1.18205 0.137
H 2.41408 -1.56098 2.46095 0.135
H 1.88109 0.25573 2.40031 0.147
H 0.09347 -0.44016 0.83633 0.149
H 0.84649 -2.09057 0.62216 0.169
C -0.10157 0.72695 -2.12291 0.023
C -1.17913 1.01711 -1.38659 -0.185
N -1.28236 0.49176 -0.00915 -0.003
H 0.60248 -0.07334 -1.91184 0.049
H 0.34476 1.16947 -2.95515 0.041
H -2.01034 1.70430 -1.57610 0.114
H -1.73657 -0.45592 -0.06107 0.120
H -1.88426 0.94732 0.51595 0.012
```

Summary:
highest occupied orbital energy = -13.202 eV
total charge = +1
E_LUMO = -5.072 eV
orbital gap = 8.13 eV

---

Entry 8:
Formula: C3H9N2
Source: OMol25
Level of theory: ωB97M-V with the def2-TZVPD basis set

Structure (XYZ):
```
14
Properties=species:S:1:pos:R:3:lowdin_charge:R:1
C -0.59785 1.05270 1.31350 0.183
N -0.17364 0.45416 0.28599 -0.126
C -0.09900 1.15434 -1.02216 0.033
C -0.08856 -1.04630 0.18680 -0.196
N 1.23898 -1.46369 -0.12137 0.060
H -0.67346 0.52299 2.26084 0.130
H -0.97847 2.06445 1.29255 0.131
H 0.64656 0.63955 -1.62170 0.100
H -1.04385 1.02946 -1.54866 0.116
H 0.12228 2.19446 -0.83969 0.107
H -0.82077 -1.25653 -0.59699 0.142
H -0.43998 -1.52384 1.09600 0.138
H 1.53362 -2.25232 0.42965 0.095
H 1.37414 -1.56941 -1.11477 0.088
```

Summary:
highest occupied orbital energy = -14.596 eV
total charge = +1
E_LUMO = -4.862 eV
orbital gap = 9.73 eV
SMILES = C=[N+](C)CN